Formula: C10H15NO
Source: OMol25
Level of theory: ωB97M-V/def2-TZVPD

Geometry as ORCA input:
```
! RIJCOSX wB97M-V def2-TZVPD def2/J DEFGRID3
* xyz 0 1
C -3.600 -1.090 -0.078
C -3.501 0.264 0.571
C -3.886 1.634 -0.030
C -2.449 1.143 0.050
C -1.130 1.236 -0.124
N 0.118 1.060 -0.253
C 1.541 1.243 -0.353
O 1.976 2.331 -0.633
C 2.217 -0.065 -0.019
C 2.760 -0.535 -1.390
C 1.402 -1.205 0.607
C 3.494 0.112 0.770
H -4.443 -1.646 0.151
H -2.676 -1.506 0.275
H -3.804 -0.959 -1.135
H -3.453 0.189 1.689
H -4.306 1.730 -1.044
H -4.061 2.521 0.724
H 3.084 -1.605 -1.372
H 1.853 -0.521 -1.990
H 3.638 0.049 -1.773
H 2.166 -1.980 0.901
H 0.676 -1.727 -0.052
H 0.824 -0.773 1.519
H 3.886 1.024 0.606
H 4.210 -0.726 0.472
H 3.464 -0.197 1.912
*
```

Summary:
HOMO   -8.15 eV
Orbital gap   0.3280 Eh
SMILES string   C[C@@H]1CC1=C=NC(=O)C(C)(C)C
Lowest unoccupied orbital energy   0.77 eV

---

Formula: C27H18F6IrN4O5S4
Source: OMol25
Level of theory: ωB97M-V/def2-TZVPD

Geometry as ORCA input:
```
! RIJCOSX wB97M-V def2-TZVPD def2/J DEFGRID3
* xyz -1 1
Ir -1.322 0.031 0.353
C -1.186 -3.392 -2.088
C -1.848 -2.355 -1.230
N -1.079 -1.823 -0.252
N -0.412 -2.781 0.496
C -0.079 -2.368 1.663
S -0.436 -0.777 2.259
S 0.722 -3.516 2.751
C 2.417 -3.390 2.082
C 3.128 -2.137 2.502
C 3.769 -2.077 3.737
C 4.397 -0.915 4.153
C 4.384 0.210 3.337
C 3.739 0.163 2.111
C 3.117 -1.006 1.694
C -3.218 -2.050 -1.294
C -4.043 -2.619 -2.314
C -5.382 -2.775 -2.157
C -5.980 -2.389 -0.928
C -5.254 -1.802 0.056
C -3.866 -1.475 -0.128
O -3.315 -0.734 0.738
H -1.057 -4.313 -1.514
H -0.196 -3.029 -2.356
H -1.750 -3.620 -2.987
H 2.341 -3.473 0.999
H 2.934 -4.273 2.460
H 3.764 -2.950 4.381
H 4.892 -0.883 5.116
H 4.867 1.123 3.662
H 3.703 1.042 1.481
H 2.584 -1.022 0.750
H -3.576 -2.965 -3.225
H -5.984 -3.219 -2.938
H -7.042 -2.553 -0.782
H -5.705 -1.469 0.981
F -4.583 1.982 0.689
C -4.779 2.192 -0.602
F -5.508 1.205 -1.117
F -5.464 3.330 -0.740
S -3.190 2.353 -1.526
O -2.434 1.118 -1.403
O -3.612 2.719 -2.837
N -2.525 3.557 -0.769
S -1.449 3.379 0.364
O -0.161 3.878 0.013
O -1.525 2.115 1.094
C -2.111 4.563 1.607
F -3.343 4.229 1.979
F -1.320 4.556 2.678
F -2.134 5.793 1.100
N 7.519 2.950 -3.176
C 6.505 2.606 -2.756
C 5.239 2.175 -2.232
C 4.341 3.108 -1.711
C 3.126 2.691 -1.205
C 2.777 1.332 -1.209
C 3.688 0.408 -1.739
C 4.904 0.822 -2.243
C 1.528 0.914 -0.669
C 0.432 0.583 -0.265
H 4.604 4.158 -1.706
H 2.419 3.404 -0.802
H 3.425 -0.642 -1.741
H 5.604 0.102 -2.647
*
```

Summary:
HOMO (spin up / spin down)   -4.89 / -4.89 eV
Orbital gap (spin up / spin down)   0.2433 / 0.2433 Eh
Lowest unoccupied orbital energy (spin up / spin down)   1.73 / 1.73 eV

---

Formula: C8H24AlO24S4Y2
Source: OMol25
Level of theory: ωB97M-V/def2-TZVPD

Geometry as ORCA input:
```
! RIJCOSX wB97M-V def2-TZVPD def2/J DEFGRID3
* xyz 0 2
Y 2.455 -8.337 22.616
Y 7.123 -6.632 22.105
Al 6.167 -10.133 26.386
S 2.122 -10.388 25.386
O 1.766 -9.837 24.101
O 1.318 -11.575 25.506
O 3.549 -10.611 25.578
O 1.698 -9.407 26.378
S 9.368 -7.789 24.676
O 9.789 -6.976 25.806
O 8.459 -7.048 23.872
O 10.514 -8.180 23.799
O 8.597 -8.938 25.251
S 4.742 -6.852 24.857
O 5.794 -6.932 23.875
O 4.264 -5.460 24.900
O 3.582 -7.503 24.354
O 5.154 -7.413 26.113
S 5.625 -9.683 22.325
O 6.085 -8.470 21.637
O 5.913 -10.926 21.554
O 6.199 -9.739 23.644
O 4.234 -9.539 22.604
C 3.610 -13.012 23.090
C 4.565 -13.803 22.208
O 4.865 -13.150 21.007
O 3.345 -13.819 24.274
H 2.700 -12.776 22.539
H 4.079 -12.044 23.267
H 4.293 -14.844 22.031
H 5.410 -13.785 22.896
H 5.370 -12.363 21.224
H 2.510 -13.491 24.615
C 8.998 -12.164 23.679
C 9.363 -11.279 22.569
O 8.616 -11.637 21.382
O 7.760 -11.903 24.343
H 9.755 -11.963 24.437
H 9.175 -13.200 23.392
H 10.419 -11.424 22.339
H 9.277 -10.208 22.750
H 7.677 -11.456 21.468
H 7.435 -11.100 23.929
C 8.819 -8.309 19.390
C 7.553 -7.723 18.841
O 7.152 -6.556 19.509
O 9.012 -8.002 20.840
H 9.703 -8.041 18.811
H 8.920 -9.385 19.253
H 6.832 -8.412 19.282
H 7.517 -7.725 17.751
H 6.616 -6.054 18.891
H 9.946 -7.900 21.039
C 2.279 -9.724 19.539
C 2.386 -11.002 20.502
O 1.548 -10.728 21.656
O 2.632 -8.588 20.306
H 1.281 -9.623 19.113
H 2.986 -9.815 18.715
H 3.395 -11.246 20.834
H 2.174 -11.907 19.933
H 1.392 -11.549 22.128
H 2.689 -7.884 19.656
*
```

Summary:
HOMO (spin up / spin down)   -6.78 / -6.78 eV
Orbital gap (spin up / spin down)   0.1368 / 0.1087 Eh
Lowest unoccupied orbital energy (spin up / spin down)   -3.06 / -3.83 eV

---

Formula: C14H40N5O8S6
Source: OMol25
Level of theory: ωB97M-V/def2-TZVPD

Geometry as ORCA input:
```
! RIJCOSX wB97M-V def2-TZVPD def2/J DEFGRID3
* xyz 1 1
N 5.268 -2.933 2.427
C 3.930 -2.910 2.396
N 3.053 -3.839 1.984
C 1.868 -3.323 2.182
N 1.907 -2.111 2.712
N 3.225 -1.846 2.823
O 3.735 -0.690 3.296
N 3.379 0.446 2.292
O 3.969 0.335 1.327
H 5.722 -2.786 3.308
H 5.850 -3.013 1.584
H 0.931 -3.798 1.987
H 1.137 -1.474 2.988
C -2.001 -0.725 -0.579
S -0.360 -1.069 0.026
O -0.498 -1.698 1.387
C 0.126 0.638 0.294
H -2.503 -1.673 -0.767
H -2.555 -0.161 0.167
H -1.936 -0.157 -1.501
H -0.567 1.111 0.989
H 0.124 1.169 -0.657
H 1.130 0.644 0.713
C -1.977 -1.176 4.572
S -1.072 0.287 4.077
O 0.387 -0.091 4.054
C -1.346 1.228 5.577
H -1.879 -1.909 3.773
H -1.557 -1.573 5.496
H -3.027 -0.920 4.708
H -0.962 0.676 6.435
H -2.413 1.413 5.688
H -0.818 2.174 5.482
C -4.881 2.625 -3.284
S -3.227 2.280 -2.685
O -3.368 1.655 -1.334
C -2.713 3.972 -2.415
H -5.378 1.674 -3.473
H -5.431 3.188 -2.529
H -4.818 3.189 -4.213
H -3.389 4.455 -1.710
H -2.711 4.506 -3.366
H -1.705 3.952 -2.001
C 1.320 6.370 -1.485
S 1.377 4.889 -0.472
O 0.049 4.223 -0.598
C 1.389 5.735 1.112
H 1.263 6.061 -2.526
H 0.439 6.958 -1.227
H 2.228 6.952 -1.327
H 0.504 6.364 1.198
H 2.294 6.336 1.192
H 1.382 4.980 1.895
C -4.411 -1.930 -3.119
S -5.659 -2.070 -4.402
O -5.826 -0.709 -4.975
C -7.043 -2.349 -3.291
H -3.460 -1.707 -3.599
H -4.677 -1.117 -2.441
H -4.329 -2.870 -2.572
H -7.127 -1.516 -2.593
H -6.892 -3.285 -2.752
H -7.946 -2.417 -3.894
C 4.929 -4.039 -2.148
S 6.120 -4.213 -0.822
O 6.203 -2.873 -0.142
C 7.573 -4.350 -1.859
H 3.947 -3.896 -1.702
H 5.185 -3.176 -2.762
H 4.926 -4.949 -2.748
H 7.658 -3.467 -2.492
H 7.493 -5.251 -2.467
H 8.443 -4.424 -1.210
*
```

Summary:
HOMO   -10.51 eV
Orbital gap   0.2434 Eh
Lowest unoccupied orbital energy   -3.89 eV

---

Formula: C19H31N2SSiV
Source: OMol25
Level of theory: ωB97M-V/def2-TZVPD

Geometry as ORCA input:
```
! RIJCOSX wB97M-V def2-TZVPD def2/J DEFGRID3
* xyz 1 4
V -0.550 -0.502 1.295
C -3.056 -0.469 1.221
C -2.771 0.722 1.897
C -2.135 0.679 3.137
C -1.751 -0.543 3.687
C -2.037 -1.732 3.012
C -2.704 -1.698 1.788
H -3.536 -0.440 0.254
H -3.045 1.669 1.451
H -1.919 1.600 3.664
H -1.232 -0.575 4.636
H -1.724 -2.679 3.429
H -2.915 -2.615 1.254
C -2.074 -0.651 -2.092
Si -0.364 -0.365 -1.291
C 0.104 1.440 -1.820
C -0.166 1.728 -3.303
C 1.566 1.770 -1.517
C -0.780 2.389 -1.000
C 0.756 -1.765 -2.005
C 0.772 -1.806 -3.539
C 2.204 -1.681 -1.515
C 0.162 -3.087 -1.502
H -2.006 -0.724 -3.181
H -2.761 0.172 -1.876
H -2.539 -1.574 -1.739
H 0.462 1.119 -3.954
H 0.045 2.777 -3.538
H -1.207 1.538 -3.570
H 2.246 1.241 -2.183
H 1.840 1.505 -0.489
H 1.752 2.843 -1.651
H -1.844 2.223 -1.185
H -0.563 3.433 -1.255
H -0.611 2.263 0.076
H 1.224 -0.909 -3.964
H -0.228 -1.913 -3.960
H 1.363 -2.660 -3.888
H 2.736 -0.843 -1.964
H 2.745 -2.592 -1.792
H 2.265 -1.579 -0.427
H -0.871 -3.225 -1.831
H 0.183 -3.151 -0.409
H 0.742 -3.931 -1.889
S 1.355 -1.770 2.245
C 1.669 -0.174 2.647
N 2.665 0.236 3.492
C 2.881 1.519 3.794
C 2.082 2.468 3.242
C 1.079 2.034 2.363
N 0.885 0.786 2.066
H 3.251 -0.488 3.890
H 3.699 1.727 4.469
H 2.229 3.514 3.457
H 0.426 2.743 1.865
*
```

Summary:
HOMO (spin up / spin down)   -10.14 / -9.70 eV
Orbital gap (spin up / spin down)   0.2152 / 0.1980 Eh
Lowest unoccupied orbital energy (spin up / spin down)   -4.28 / -4.31 eV

---

Formula: C4H8O4Sr
Source: OMol25
Level of theory: ωB97M-V/def2-TZVPD

Geometry as ORCA input:
```
! RIJCOSX wB97M-V def2-TZVPD def2/J DEFGRID3
* xyz -2 1
Sr -0.318 0.490 1.790
O 0.863 -1.097 3.314
C 2.085 -1.435 2.669
C 2.179 -1.403 1.118
O 1.809 -0.240 0.451
H 2.335 -2.430 3.093
H 2.952 -0.867 3.076
H 1.458 -2.218 0.858
H 3.113 -1.805 0.685
O -1.166 0.582 -0.671
C -2.179 0.829 -1.584
C -1.932 1.879 -2.704
O -0.815 1.736 -3.497
H -3.057 1.232 -1.008
H -2.640 -0.083 -2.028
H -1.871 2.871 -2.183
H -2.816 1.958 -3.382
*
```

Summary:
HOMO   1.32 eV
Orbital gap   0.1011 Eh
Lowest unoccupied orbital energy   4.08 eV